The following is a DFT calculation (wB97M-V/def2-TZVPD) of C3H4N2OS in the gas phase.

Results
Total charge: 0
Orbital gap in eV: 8.43
LUMO level in eV: -0.0430
Energy above the lowest of the compared OMol25 structures with the same formula, charge and spin in eV: 3.823
SMILES: [H]/N=c1/[nH]cc(S)o1

The geometry in XYZ format:
```
11
Properties=species:S:1:pos:R:3:nbo_charge:R:1
H -2.489 -1.893 -0.189 0.3487
N -2.672 -0.830 0.139 -0.6941
C -1.516 -0.241 -0.065 0.6342
N -1.267 1.137 0.314 -0.6116
C 0.113 1.451 -0.256 -0.1587
C 0.567 0.219 -0.197 0.1374
S 2.241 -0.436 0.055 -0.0252
O -0.291 -0.855 -0.154 -0.4655
H -2.101 1.842 -0.113 0.4048
H 0.541 2.464 -0.288 0.2510
H 3.115 0.672 0.887 0.1790
```


The following is a DFT calculation (wB97M-V/def2-TZVPD) of a molecular structure, C19H46Ba2CuN3O9.

Results
Total charge: +4
Orbital gap in eV: 1.79
LUMO level in eV: -13.9252

The geometry in XYZ format:
```
80
Properties=species:S:1:pos:R:3:mulliken_charge:R:1
Cu -2.680 -3.301 -2.541 0.3455
Ba 1.754 -0.788 1.736 1.7494
Ba 0.772 -4.334 -1.266 1.8827
O -1.875 -0.831 -1.684 -0.1808
C -1.344 -1.418 -0.600 0.7283
O -1.411 -2.702 -0.557 -0.9048
O -0.731 -0.743 0.250 -0.5972
H -1.429 0.039 -1.631 0.1712
C 6.099 -3.821 4.991 -0.7318
O 4.967 -3.437 5.763 -0.3588
C 4.844 -2.047 5.893 -0.5868
C 4.212 -1.386 4.648 -0.8493
N 3.018 -2.145 4.118 -0.1733
C 1.948 -1.866 5.117 -0.6122
C 0.632 -2.658 4.991 -0.8155
O 0.220 -2.342 3.647 -0.1752
C -1.063 -2.781 3.234 -0.7627
H 7.021 -3.695 5.563 0.3500
H 6.312 -3.240 4.084 0.2659
H 6.107 -4.845 4.621 0.2987
H 5.809 -1.541 5.991 0.4148
H 4.248 -1.995 6.806 0.3626
H 4.991 -1.586 3.906 0.3773
H 4.134 -0.308 4.784 0.4475
H 3.333 -3.112 4.103 0.2952
H 1.859 -0.775 5.068 0.4405
H 2.315 -1.955 6.143 0.3068
H -0.061 -2.253 5.730 0.4068
H 0.641 -3.748 5.019 0.4131
H -1.154 -3.771 2.773 0.2660
H -1.456 -2.011 2.570 0.2984
H -1.722 -2.857 4.104 0.3189
C 5.829 4.682 1.458 -0.7716
O 4.614 4.823 0.695 -0.2830
C 3.829 5.904 1.118 -0.5441
C 2.419 5.808 0.515 -0.6925
N 2.407 5.137 -0.817 -0.0922
C 1.189 5.378 -1.545 -0.7217
C 1.107 4.533 -2.839 -0.5969
O 1.156 3.150 -2.521 -0.3109
C 0.261 2.291 -3.227 -0.6666
H 6.505 4.070 0.870 0.2526
H 5.550 4.482 2.493 0.2948
H 6.293 5.675 1.437 0.3196
H 4.353 6.844 0.921 0.4006
H 3.632 5.724 2.183 0.3614
H 1.999 6.814 0.599 0.3037
H 1.839 5.100 1.117 0.3092
H 3.169 5.688 -1.217 0.2031
H 0.827 6.382 -1.789 0.4404
H 0.375 4.926 -0.966 0.2917
H 1.767 4.847 -3.652 0.3564
H 0.114 4.699 -3.276 0.3880
H 0.582 1.344 -2.791 0.0748
H 0.385 2.442 -4.300 0.3960
H -0.801 2.434 -2.992 0.3129
C -7.608 1.503 -1.869 -0.7847
O -6.366 0.782 -1.855 -0.3316
C -6.117 0.116 -3.054 -0.5765
C -4.725 -0.555 -3.049 -0.7699
N -4.602 -2.047 -2.914 0.1223
C -5.159 -2.751 -4.084 -0.6755
C -4.126 -3.284 -5.044 -0.5653
O -3.280 -4.255 -4.387 -0.2753
C -2.112 -4.617 -5.182 -0.6489
H -8.520 0.942 -2.079 0.3110
H -7.452 2.330 -2.565 0.3460
H -7.885 2.031 -0.955 0.2795
H -6.122 0.727 -3.961 0.4187
H -6.875 -0.659 -3.218 0.3654
H -3.961 0.004 -2.518 0.2580
H -4.449 -0.447 -4.102 0.3932
H -5.217 -2.391 -2.183 0.2372
H -5.802 -2.174 -4.751 0.3151
H -5.710 -3.598 -3.675 0.4396
H -3.548 -2.535 -5.595 0.4461
H -4.605 -3.904 -5.808 0.4583
H -2.402 -4.853 -6.202 0.3609
H -1.697 -5.472 -4.653 0.2020
H -1.372 -3.815 -5.145 0.2576
```


The following is a DFT calculation (wB97M-V/def2-TZVPD) of a molecular structure, C35H25EuN8O3S2.

Results
Spin multiplicity: 8
Total charge: -1
Orbital gap (alpha / beta) in eV: 5.41 / 7.16
<S²>: 15.76
LUMO level (alpha / beta) in eV: 2.1643 / 2.1638
Energy above the lowest of the compared OMol25 structures with the same formula, charge and spin in eV: 0.000

The geometry in XYZ format:
```
74
Properties=species:S:1:pos:R:3:mulliken_spin:R:1
Eu 0.430 -0.227 0.344 6.9692
S -4.166 1.995 -0.218 0.0001
C -3.259 3.341 0.378 -0.0007
C -3.553 4.703 0.327 0.0003
C -2.648 5.589 0.890 0.0001
C -1.479 5.115 1.500 0.0009
C -1.193 3.762 1.543 -0.0026
C -2.086 2.859 0.961 -0.0019
N -1.896 1.479 0.898 0.0064
C -2.903 0.890 0.329 0.0034
C -3.032 -0.575 0.149 -0.0157
C -4.301 -1.116 -0.115 -0.0003
C -4.451 -2.486 -0.215 0.0028
C -3.328 -3.295 -0.029 -0.0004
C -2.089 -2.721 0.225 0.0039
C -1.859 -1.331 0.304 0.0108
H -4.464 5.060 -0.144 0.0000
H -2.846 6.657 0.856 0.0000
H -0.785 5.822 1.946 0.0000
H -0.291 3.388 2.010 0.0027
H -5.174 -0.472 -0.215 -0.0001
H -5.423 -2.921 -0.420 0.0002
H -3.431 -4.378 -0.088 -0.0002
H -1.253 -3.405 0.371 0.0006
N 0.041 -0.735 3.007 0.0100
C 0.804 0.349 3.454 0.0089
C 2.178 0.385 3.199 -0.0094
C 2.925 1.488 3.580 -0.0031
C 2.325 2.577 4.203 0.0029
C 0.957 2.538 4.458 -0.0014
C 0.202 1.434 4.090 0.0039
H -0.862 -0.802 3.443 0.0037
H 0.511 -1.629 3.061 0.0005
H 2.657 -0.462 2.728 -0.0017
H 3.991 1.495 3.379 0.0002
H 2.916 3.437 4.499 0.0001
H 0.471 3.376 4.949 -0.0001
H -0.866 1.409 4.286 -0.0007
N 2.781 0.267 0.061 -0.0021
C 3.867 0.029 -0.298 0.0056
N 5.098 -0.142 -0.645 0.0011
C 5.661 -1.042 -1.414 -0.0003
N 6.253 -1.787 -2.091 0.0007
N 1.770 4.309 -0.258 0.0011
C 1.755 3.008 0.167 0.0052
N 0.818 2.306 -0.389 0.0217
C 0.162 3.191 -1.245 -0.0068
C -0.941 2.972 -2.071 -0.0013
C -1.420 4.039 -2.809 0.0030
C -0.818 5.308 -2.736 0.0002
C 0.275 5.540 -1.918 0.0000
C 0.742 4.457 -1.177 -0.0044
H 2.424 5.010 0.031 0.0002
H 2.468 2.618 0.879 -0.0027
H -1.407 1.993 -2.119 0.0036
H -2.280 3.898 -3.457 0.0000
H -1.222 6.122 -3.331 0.0000
H 0.735 6.521 -1.854 0.0000
O 1.129 -3.651 2.671 -0.0003
S 2.061 -3.451 1.579 0.0003
O 3.443 -3.315 1.950 0.0000
N 1.549 -2.258 0.621 -0.0031
C 1.232 -2.678 -0.624 -0.0157
O 0.766 -1.932 -1.485 -0.0025
C 1.442 -4.157 -0.799 0.0005
C 1.224 -4.920 -1.925 0.0010
C 1.454 -6.289 -1.843 -0.0002
C 1.891 -6.871 -0.652 0.0011
C 2.113 -6.096 0.483 0.0004
C 1.878 -4.740 0.375 -0.0001
H 0.883 -4.449 -2.841 0.0004
H 1.293 -6.913 -2.715 0.0000
H 2.061 -7.941 -0.609 0.0001
H 2.459 -6.537 1.412 -0.0001
```


The following is a DFT calculation (wB97M-V/def2-TZVPD) of a gas-phase ion, C4H9F3NO5S2 (charge +1).

Results
Total charge: +1
Orbital gap in eV: 7.81
LUMO level in eV: -6.0479
SMILES: O=S(=O)(O)CCC[NH2+]S(=O)(=O)C(F)(F)F

The geometry in XYZ format:
```
24
Properties=species:S:1:pos:R:3:nbo_charge:R:1
O 3.786 -2.371 0.308 -0.8256
S 2.363 -1.805 -0.054 2.0879
O 1.738 -2.494 -1.305 -0.8436
O 1.311 -2.132 1.256 -0.8223
C 2.570 0.024 -0.442 -0.6317
C 1.150 0.759 -0.924 -0.4552
C 0.365 1.205 0.460 -0.2948
N -1.107 1.490 0.279 -0.7548
S -2.185 0.186 0.700 1.9107
O -1.521 -1.029 1.388 -0.7164
O -3.199 0.785 1.752 -0.7624
C -3.229 -0.465 -0.712 0.7780
F -4.553 -0.859 -0.104 -0.2562
F -2.606 -1.717 -1.203 -0.2612
F -3.509 0.546 -1.760 -0.2947
H 1.498 -1.516 2.041 0.5003
H 3.347 0.138 -1.326 0.3219
H 2.922 0.614 0.514 0.2535
H 0.511 0.088 -1.641 0.2692
H 1.494 1.767 -1.453 0.2557
H 0.864 2.240 0.785 0.2662
H 0.629 0.445 1.309 0.2791
H -1.350 2.338 0.866 0.5105
H -1.289 1.762 -0.733 0.4861
```


The following is a DFT calculation (wB97M-V/def2-TZVPD) of 4 unconnected molecules or ions with the total composition C16H25NO10.

Results
Total charge: 0
Orbital gap in eV: 9.35
LUMO level in eV: 0.5263
SMILES: NCOC(=O)CC(=O)O.O=C1CCCO1.O=C1CCCO1.O=C1CCCO1

The geometry in XYZ format:
```
52
Properties=species:S:1:pos:R:3:nbo_charge:R:1
N 2.220 -0.058 2.298 -0.8321
C 1.125 0.744 1.872 0.0736
O -0.092 0.322 2.569 -0.5528
C -1.047 1.265 2.619 0.8199
O -1.141 2.079 3.493 -0.5384
C -2.066 1.216 1.484 -0.6329
C -3.151 0.208 1.781 0.8010
O -4.290 0.503 2.018 -0.5618
O -2.724 -1.089 1.760 -0.7089
H 2.895 0.482 2.817 0.3728
H 2.644 -0.522 1.505 0.3957
H 0.985 0.609 0.796 0.1725
H 1.309 1.800 2.082 0.1776
H -2.547 2.182 1.360 0.2530
H -1.555 0.890 0.571 0.2504
H -3.163 -1.537 2.501 0.5015
O 1.911 -1.966 0.206 -0.5859
C 0.880 -2.219 -0.348 0.8057
C 0.373 -3.575 -0.794 -0.5284
C -0.762 -3.214 -1.751 -0.4274
C -1.226 -1.877 -1.188 -0.0824
O -0.041 -1.271 -0.633 -0.5008
H 0.014 -4.110 0.087 0.2388
H 1.172 -4.142 -1.264 0.2419
H -1.559 -3.952 -1.804 0.2302
H -0.369 -3.075 -2.759 0.2148
H -1.956 -1.992 -0.385 0.1945
H -1.634 -1.219 -1.951 0.2025
O 3.666 2.555 1.912 -0.5755
C 4.790 2.724 2.285 0.7968
C 5.526 4.036 2.477 -0.5291
C 6.984 3.589 2.570 -0.4292
C 6.844 2.186 3.148 -0.0708
O 5.592 1.694 2.639 -0.4893
H 5.173 4.493 3.403 0.2397
H 5.331 4.704 1.644 0.2446
H 7.614 4.238 3.175 0.2238
H 7.417 3.536 1.571 0.2117
H 6.792 2.189 4.239 0.1802
H 7.635 1.510 2.835 0.2001
O -3.659 -3.430 -4.388 -0.5614
C -4.175 -2.359 -4.278 0.7910
C -5.646 -2.010 -4.402 -0.5295
C -5.620 -0.491 -4.558 -0.4290
C -4.352 -0.121 -3.798 -0.0725
O -3.467 -1.241 -3.976 -0.4994
H -6.150 -2.322 -3.486 0.2393
H -6.086 -2.524 -5.252 0.2453
H -6.506 0.014 -4.179 0.2258
H -5.508 -0.230 -5.611 0.2119
H -4.534 0.008 -2.728 0.1808
H -3.865 0.771 -4.183 0.2001
```


What is the total charge in the fourth record? +1


Which formula does entry 5 have? C16H25NO10


The highest total charge belongs to which entry? C19H46Ba2CuN3O9